Molecular formula: CHN2O5
Method: DFT, ωB97M-V/def2-TZVPD

The net charge is -1. Its total energy is -524.22636 Eh. As for the HOMO-LUMO gap (alpha / beta): 5.03 / 7.93 eV. As for the multiplicity: 3.

Structure (XYZ):
```
9
Properties=species:S:1:pos:R:3:nbo_charge:R:1
C -2.246 0.218 0.117 1.06
N 0.852 0.700 -0.052 0.02
N 0.602 -0.544 -0.059 0.32
O -2.269 0.273 1.286 -0.59
O -0.617 -0.940 -0.105 -0.55
O -2.586 0.400 -0.999 -0.60
O 1.523 -1.393 -0.053 -0.61
O 2.179 1.061 0.113 -0.53
H 2.562 0.225 -0.249 0.48
```